Density functional theory data (ωB97M-V/def2-TZVPD) for a molecular structure, C20H20Cl2GaGeS at a distorted geometry.

The orbital gap is 5.67 eV. For the energy above the lowest of the compared OMol25 structures with the same formula, charge and spin, the calculation gives 0.00 kcal per mole. As for the net charge: -1.

```
45
Properties=species:S:1:pos:R:3:nbo_charge:R:1
Ga 0.36 0.48 -0.41 1.34
Cl 0.29 0.27 2.22 0.07
C -0.57 -1.28 2.35 -0.07
C -0.79 -1.68 3.68 -0.20
C -1.32 -2.94 3.94 -0.25
C -1.73 -3.72 2.83 -0.22
C -1.58 -3.33 1.50 -0.07
Cl -2.18 -4.45 0.33 0.02
C -0.99 -2.02 1.22 -0.16
S -0.98 -1.52 -0.51 -0.27
H -0.47 -1.00 4.47 0.22
H -1.33 -3.31 4.92 0.21
H -2.14 -4.73 2.98 0.22
C -4.92 2.84 -0.57 -0.23
C -4.39 1.63 -0.09 -0.23
C -3.01 1.41 -0.04 -0.20
C -2.06 2.32 -0.56 0.03
C -0.64 2.14 -0.54 -0.52
C 0.12 3.21 -0.93 -0.21
C -0.44 4.40 -1.49 -0.22
C -1.79 4.57 -1.60 -0.20
C -2.63 3.57 -1.10 -0.09
C -4.04 3.77 -1.08 -0.20
H -5.99 2.96 -0.62 0.20
H -5.10 0.94 0.31 0.20
H -2.70 0.45 0.38 0.23
H 1.19 3.19 -0.86 0.22
H 0.28 5.14 -1.88 0.20
H -2.21 5.54 -1.98 0.20
H -4.41 4.72 -1.51 0.20
C 3.27 -2.45 -2.54 -1.09
Ge 3.38 -1.29 -0.91 1.65
C 5.18 -0.41 -0.92 -1.09
C 3.41 -2.71 0.45 -1.10
C 2.24 0.24 -0.65 -1.75
H 3.97 -3.29 -2.39 0.20
H 3.51 -1.91 -3.44 0.21
H 2.25 -2.85 -2.65 0.22
H 5.93 -1.14 -0.58 0.20
H 5.11 0.46 -0.27 0.23
H 5.41 -0.07 -1.95 0.21
H 4.03 -3.58 0.10 0.21
H 2.41 -3.09 0.55 0.22
H 3.72 -2.30 1.44 0.22
H 2.38 0.83 -1.60 0.21
```